1 | HIN3P3 | the ωB97M-V functional and the def2-TZVPD basis

Properties
molecular weight = 262.86 g/mol
E_HOMO = -8.2 eV

Atoms and positions in Å:
N (0.582, 1.309, -1.210)
N (0.425, -0.364, 0.682)
N (-1.591, -1.734, 1.124)
P (-0.555, 1.130, -2.195)
P (-0.127, -1.485, 1.687)
P (1.547, 0.441, -0.115)
I (-2.244, -0.816, -0.657)
H (1.965, 1.519, 0.683)

=====

2 | HIN3P3 | the ωB97M-V functional and the def2-TZVPD basis

Properties
molecular weight = 262.86 g/mol
E_HOMO = -8.9 eV

Atoms and positions in Å:
N (-1.252, 0.879, -0.720)
N (1.236, 1.426, -0.421)
N (0.913, -0.560, 0.771)
P (-2.121, -0.128, 0.063)
P (-0.146, 2.126, -0.656)
P (2.021, 0.007, -0.130)
I (1.111, -2.390, 1.620)
H (-1.762, -1.359, -0.527)

=====

Last place for stability: 1

=====

1 | C5H13O | the ωB97M-V functional and the def2-TZVPD basis

Properties
total charge = +1
molecular weight = 89.16 g/mol
E_HOMO = -16.3 eV

Atoms and positions in Å:
C (-0.916, 1.207, -0.649)
C (-1.654, -0.974, 0.630)
C (0.948, -1.038, -0.927)
C (1.743, 0.564, 0.749)
C (-0.610, 0.189, 0.487)
O (0.731, -0.422, 0.312)
H (-0.717, 0.726, -1.560)
H (-0.353, 2.079, -0.517)
H (-1.978, 1.409, -0.565)
H (-2.101, -1.156, -0.379)
H (-2.412, -0.656, 1.237)
H (-0.959, -1.904, 0.911)
H (1.754, -1.715, -0.647)
H (0.007, -1.506, -1.257)
H (1.303, -0.235, -1.611)
H (1.593, 0.786, 1.808)
H (2.668, 0.350, 0.095)
H (1.455, 1.486, 0.259)
H (-0.502, 0.811, 1.626)

=====

2 | C5H13O | the ωB97M-V functional and the def2-TZVPD basis

Properties
total charge = +1
molecular weight = 89.16 g/mol
E_HOMO = -13.4 eV

Atoms and positions in Å:
C (-0.756, -2.031, 0.161)
C (1.226, 0.405, 2.424)
C (-0.518, 1.769, -0.585)
C (0.029, -0.110, -2.044)
C (-0.717, -0.555, 0.340)
O (-0.432, 0.265, -0.716)
H (-0.008, -2.424, -0.575)
H (-1.491, -2.214, -0.607)
H (-1.016, -2.566, 0.975)
H (1.787, -0.405, 2.887)
H (0.319, 0.538, 2.953)
H (1.740, 1.410, 2.206)
H (0.622, 2.209, -0.553)
H (-1.120, 2.084, -1.366)
H (-1.028, 2.059, 0.421)
H (-0.753, 0.294, -2.820)
H (0.971, 0.250, -2.176)
H (0.011, -1.201, -2.117)
H (1.133, 0.221, 1.192)

=====

Last place for stability: 2

=====

1 | C29H20Co2NO6 | the ωB97M-V functional and the def2-TZVPD basis

Properties
total charge = -1
molecular weight = 596.35 g/mol
E_HOMO = -1.7 eV

Atoms and positions in Å:
C (-4.411, -1.634, 2.122)
C (-4.165, -1.140, 3.413)
C (-3.004, -0.421, 3.671)
C (-2.067, -0.191, 2.636)
C (-0.858, 0.555, 2.906)
N (0.018, 0.781, 1.982)
C (1.279, 1.153, 1.934)
C (2.396, 0.248, 1.886)
C (3.719, 0.760, 1.988)
C (4.804, -0.105, 2.084)
C (4.599, -1.496, 2.050)
C (3.301, -2.015, 1.895)
C (2.205, -1.153, 1.810)
C (-2.311, -0.716, 1.342)
C (-3.488, -1.425, 1.087)
H (-5.319, -2.196, 1.924)
H (-4.876, -1.322, 4.222)
H (-2.784, -0.006, 4.658)
H (-0.237, 2.303, 0.489)
H (-0.712, 0.888, 3.950)
H (1.498, 2.234, 1.911)
H (3.850, 1.844, 2.001)
H (5.814, 0.303, 2.193)
H (5.455, -2.167, 2.159)
H (3.148, -3.096, 1.846)
H (1.189, -1.533, 1.689)
H (-1.568, -0.549, 0.556)
H (-3.670, -1.810, 0.079)
O (-4.804, 8.031, 3.551)
C (-4.274, 7.180, 2.973)
Co (-3.480, 5.872, 2.088)
C (-4.918, 4.885, 2.057)
O (-5.875, 4.244, 2.028)
C (-3.558, 6.338, 0.369)
O (-3.736, 6.579, -0.750)
C (-2.394, 4.119, 2.257)
C (-1.563, 3.647, 1.303)
C (-1.311, 2.514, 0.472)
C (-1.638, 2.822, -0.996)
C (-2.758, 2.267, -1.623)
C (-2.957, 2.489, -2.989)
C (-2.052, 3.287, -3.702)
C (-0.960, 3.882, -3.057)
C (-0.761, 3.645, -1.696)
Co (-1.069, 5.280, 1.820)
C (-1.501, 6.808, 2.744)
O (-1.254, 7.753, 3.382)
C (-0.773, 6.166, 0.310)
O (-0.510, 6.852, -0.585)
C (0.627, 5.124, 2.302)
O (1.748, 4.961, 2.557)
H (-2.706, 3.516, 3.124)
H (-1.874, 1.621, 0.768)
H (-3.464, 1.669, -1.035)
H (-3.825, 2.049, -3.492)
H (-2.201, 3.445, -4.770)
H (-0.276, 4.536, -3.598)
H (0.088, 4.086, -1.169)

=====

2 | C29H20Co2NO6 | the ωB97M-V functional and the def2-TZVPD basis

Properties
total charge = -1
molecular weight = 596.35 g/mol
E_HOMO = -2.9 eV

Atoms and positions in Å:
O (-2.998, 3.037, 3.853)
C (-1.915, 2.644, 3.740)
Co (-0.195, 1.968, 3.647)
C (0.725, 3.399, 3.555)
O (1.398, 4.336, 3.472)
C (-0.048, 1.566, 5.364)
O (0.089, 1.454, 6.509)
C (-0.772, 0.144, 2.687)
C (-2.027, -0.425, 3.186)
C (-2.368, -0.686, 4.538)
C (-3.570, -1.345, 4.828)
C (-4.451, -1.717, 3.808)
C (-4.105, -1.439, 2.487)
C (-2.927, -0.777, 2.184)
C (0.018, -0.156, 1.571)
C (-0.236, -0.371, 0.154)
Co (0.965, -0.117, 3.082)
C (1.044, -0.708, 4.867)
O (1.190, -1.138, 5.916)
C (2.257, 1.210, 3.190)
O (3.237, 1.812, 3.126)
C (2.056, -1.323, 2.421)
O (2.808, -2.186, 2.112)
H (-1.716, -0.409, 5.380)
H (-3.843, -1.537, 5.869)
H (-5.412, -2.186, 4.014)
H (-4.718, -1.704, 1.630)
H (-2.639, -0.525, 1.165)
H (0.114, -1.490, -0.024)
H (-1.345, -0.182, -0.110)
C (1.319, -1.694, -5.396)
N (1.170, -0.798, -4.275)
C (-0.062, -0.168, -4.149)
C (-0.243, 0.768, -3.097)
C (0.729, 0.965, -2.014)
H (0.266, 0.375, -0.636)
C (2.017, 0.329, -2.328)
C (2.235, -0.558, -3.416)
C (3.490, -1.185, -3.539)
C (4.547, -0.879, -2.701)
C (4.327, -0.010, -1.637)
C (3.081, 0.579, -1.462)
C (-1.407, 1.546, -3.089)
C (-2.396, 1.380, -4.052)
C (-2.233, 0.439, -5.066)
C (-1.114, -0.378, -5.054)
H (2.226, -2.302, -5.380)
H (0.503, -2.421, -5.395)
H (1.319, -1.268, -6.427)
H (0.942, 2.073, -2.037)
H (3.703, -1.834, -4.375)
H (5.547, -1.265, -2.920)
H (5.151, 0.286, -1.001)
H (2.890, 1.187, -0.580)
H (-1.584, 2.204, -2.238)
H (-3.233, 2.068, -4.093)
H (-2.886, 0.428, -5.951)
H (-0.920, -1.019, -5.914)

=====

Last place for stability: 1

=====

1 | C2H8IN2S | the ωB97M-V functional and the def2-TZVPD basis

Properties
total charge = +1
molecular weight = 219.07 g/mol
E_HOMO = -13.0 eV

Atoms and positions in Å:
C (0.889, 2.125, 0.034)
C (0.524, -0.471, -0.566)
N (-1.306, -0.148, 0.997)
N (0.677, -1.758, -0.380)
S (1.657, 0.524, 0.184)
I (-3.184, 0.012, -0.008)
H (0.065, 2.126, 0.616)
H (0.689, 2.388, -0.986)
H (1.540, 2.870, 0.362)
H (-0.050, -0.226, -1.347)
H (-1.510, -0.611, 1.962)
H (-1.042, 0.829, 1.211)
H (1.377, -2.151, 0.237)
H (0.318, -2.519, -0.990)

=====

2 | C2H8IN2S | the ωB97M-V functional and the def2-TZVPD basis

Properties
total charge = +1
molecular weight = 219.07 g/mol
E_HOMO = -13.2 eV

Atoms and positions in Å:
C (1.772, -1.737, 0.135)
S (1.204, -0.193, -0.599)
C (-0.366, 0.313, 0.281)
N (-0.345, 1.891, -0.068)
N (-1.390, -0.279, -0.395)
I (-3.418, -0.033, 0.039)
H (1.602, -1.863, 1.112)
H (2.887, -1.819, 0.018)
H (1.171, -2.624, -0.249)
H (-0.513, 0.098, 1.379)
H (-0.962, 2.082, -0.870)
H (0.573, 2.327, -0.261)
H (-0.881, 2.183, 0.833)
H (-1.334, -0.345, -1.355)

=====

Last place for stability: 2